Record 1
Below is a molecular structure, C19H27LiN6, with properties calculated with ωB97M-V/def2-TZVPD.

Atoms and positions in Å:
Li -0.19888 -0.39389 -2.20574
C -1.41563 -4.95360 -1.14628
C -1.23518 -3.80521 -0.18521
C -1.26510 -4.01442 1.19235
C -1.10672 -2.93434 2.05371
C -1.14047 -3.14891 3.54569
C -0.91603 -1.65454 1.55290
C -0.87529 -1.38399 0.16256
C -1.04979 -2.52755 -0.66849
N -0.68941 -0.19308 -0.46453
C -0.50709 1.06752 0.23513
C -0.41706 2.15645 -0.85219
C -0.16312 3.54576 -0.26614
C -1.34016 3.91203 0.64065
C -1.46048 2.86110 1.74665
C -0.17024 2.85295 2.57295
C 1.01618 2.50289 1.66917
C 1.13051 3.54149 0.55178
C 0.80094 1.11774 1.05413
C -1.69055 1.47110 1.14018
H -1.56740 -5.89273 -0.61551
H -0.53820 -5.06149 -1.78730
H -2.27970 -4.78255 -1.79134
H -1.41941 -5.01151 1.58896
H -1.31061 -4.19785 3.78571
H -1.93531 -2.55860 4.00608
H -0.19891 -2.84111 4.00535
H -0.79173 -0.85484 2.26861
H -1.06389 -2.37247 -1.75046
H -1.36246 2.15759 -1.40662
H 0.37677 1.89063 -1.56023
H -0.07851 4.27649 -1.07775
H -2.26322 3.94658 0.05411
H -1.18374 4.90294 1.07840
H -2.30527 3.11590 2.39448
H -0.24910 2.12110 3.38281
H -0.01191 3.83558 3.02923
H 1.93743 2.49974 2.26105
H 1.98433 3.29983 -0.09194
H 1.30576 4.53613 0.97360
H 0.77985 0.36531 1.84180
H 1.63397 0.86062 0.38877
H -2.60665 1.46331 0.54125
H -1.82738 0.74843 1.94425
N 3.88726 -1.89919 -4.95746
N 3.15296 -1.03176 -4.19865
N 3.71833 -0.15219 -3.40585
C 2.65919 0.38007 -2.81478
N 1.52079 -0.16799 -3.25230
N 1.85590 -1.08484 -4.13768
H 4.78470 -1.49162 -5.17159
H 3.36603 -2.18297 -5.77385
H 2.72371 1.16397 -2.08041

Forces on atoms 1 to 3 (eV/Å):
0.04 0.03 -0.16
0.01 0.08 0.03
0.02 -0.02 -0.07

## Properties
Calculated total energy   -29286.7092 eV
Gap between HOMO and LUMO   0.2245 Ha
E_HOMO   -5.9732 eV

Record 2
Below is C4H6N2S3 in the gas phase at a distorted geometry, with properties calculated with ωB97M-V/def2-TZVPD.

Atoms and positions in Å:
C 0.09888 -2.01567 2.32940
C 0.24370 -1.18462 1.10848
S -0.60037 0.36047 1.27239
C -0.26888 0.99264 -0.37540
N 0.36387 0.56980 -1.35934
N 0.24704 1.30343 -2.44715
C -0.59854 2.31419 -2.34743
S -0.69036 3.62424 -3.43744
S -1.27674 2.32325 -0.80124
H 0.37244 -1.38577 3.20111
H 0.86552 -2.92032 2.29857
H -0.89901 -2.29459 2.64355
H 1.25201 -1.06938 0.89184
H -0.14257 -1.80848 0.24838
H 1.03300 1.19081 -3.22572

Forces on atoms 1 to 3 (eV/Å):
1.97 -0.95 2.25
-1.81 -2.21 -1.51
0.51 0.39 -1.24

## Properties
ΔE to the lowest compared entry with this formula, charge and spin   30.01 kcal/mol
Calculated total energy   -39729.6039 eV
Gap between HOMO and LUMO   0.3149 Ha
E_HOMO   -8.1987 eV
SMILES   CCSc1n[nH]c(=S)s1

Record 3
Below is 2 unconnected molecules or ions with the total composition C6H13O3S3 at a distorted geometry, with properties calculated with ωB97M-V/def2-TZVPD.

Atoms and positions in Å:
C -2.25157 0.11671 0.50261
C 1.60073 -1.27291 -0.76410
C 0.03026 1.98965 0.54218
C -0.89174 -0.40440 0.89505
C 1.51464 -0.05251 0.06085
C 0.20308 0.47834 0.40654
O -1.52611 1.18932 -2.39616
O 0.85532 1.19052 -3.04727
O -0.41469 -0.92076 -2.89191
S -0.68697 -0.85531 2.87880
S 2.54532 -0.51862 1.75900
S -0.29971 0.45176 -2.49026
H -2.21476 0.61239 -0.43844
H -2.99438 -0.84819 0.47723
H -2.65217 0.76803 1.25866
H 2.31627 -2.03961 -0.40512
H 2.01650 -1.01848 -1.83326
H 0.60697 -1.80030 -1.06933
H 0.90540 2.55068 0.08525
H -0.90280 2.27023 0.07476
H 0.08408 2.35809 1.66208
H -0.67600 -1.34445 0.63383
H 1.98979 0.85037 -0.36012
H -1.25038 -2.01956 2.62845
H 2.09292 -1.73099 1.83068

Forces on atoms 1 to 3 (eV/Å):
-1.91 -3.43 1.28
0.17 -2.27 -3.79
1.79 0.16 1.64

## Properties
ΔE to the lowest compared entry with this formula, charge and spin   48.27 kcal/mol
Net charge   -1
Calculated total energy   -45079.5341 eV
Gap between HOMO and LUMO (spin up / spin down)   0.2308 / 0.2587 Ha
E_HOMO (spin up / spin down)   -3.7135 / -4.0961 eV

Record 4
Below is C2H3NOS in the gas phase at a distorted geometry, with properties calculated with ωB97M-V/def2-TZVPD.

Atoms and positions in Å:
C 2.56528 -0.30034 -0.37573
N 1.35106 -0.50941 0.51415
O 0.60919 0.82029 0.17148
C -0.73666 0.70655 0.00790
S -1.88569 -0.42031 -0.09066
H 3.42007 -1.19097 -0.35775
H 2.81215 0.80052 -0.64543
H -1.36384 1.68168 -0.31015

Forces on atoms 1 to 3 (eV/Å):
-3.30 -1.47 5.53
5.32 2.74 -6.39
-1.10 -1.55 0.74

## Properties
ΔE to the lowest compared entry with this formula, charge and spin   125.93 kcal/mol
Calculated total energy   -16489.7376 eV
Gap between HOMO and LUMO   0.2810 Ha
E_HOMO   -8.5476 eV
SMILES   C=NOC=S

- The lowest calculated total energy belongs to which entry?
  C6H13O3S3

- Which of these has the highest calculated total energy?
  C2H3NOS